Record 1
ORCA calculation (the ωB97M-V functional and the def2-TZVPD basis) on C17H19ClN4O5S7SbW as an isolated structure in a non-equilibrium geometry.

XYZ file:
```
55
Properties=species:S:1:pos:R:3:mulliken_spin:R:1
W -0.4197 1.4295 -0.3657 0.909
Sb -0.9091 4.3163 -1.9784 0.039
Cl -0.5181 -1.7782 -0.6748 -0.009
S -2.9827 1.4767 -1.9627 -0.010
S -0.1857 2.0347 -2.7108 -0.011
S 1.5211 3.1718 -0.1580 -0.013
S -2.7917 4.8608 -3.1463 0.020
S -2.5104 0.4065 0.8019 -0.022
S 0.1793 1.4258 2.0847 -0.004
S -1.6953 3.3819 0.1589 -0.012
O -0.8867 -0.5643 -1.4334 -0.004
O 0.5557 -2.4409 -1.3633 0.003
O 4.4543 -2.9250 -2.2801 0.000
O -0.0682 -1.3902 0.6200 0.013
O -1.6384 -2.6461 -0.5866 0.002
N 5.0312 2.6030 0.8958 0.018
N 3.1294 1.2535 4.3164 -0.013
N 3.4451 -0.4447 -1.4025 0.003
N 1.2992 0.5194 -0.7321 -0.033
C 4.1403 -2.7218 -0.9058 0.001
C 3.5602 -2.1847 -3.1087 -0.002
C -4.1694 -0.4044 4.3534 0.000
C 3.6882 -0.6925 -2.8256 0.009
C -2.6766 -0.1571 2.4639 0.001
C -3.1534 0.1023 -3.1215 0.001
C -2.0004 -1.4182 4.4086 0.000
C -3.2237 -1.1742 5.0176 0.001
C 2.5647 1.5197 3.3455 0.003
C 1.8648 1.8280 2.1656 -0.038
C -1.7232 -0.9197 3.1446 -0.001
C 2.3072 0.0044 -0.9514 0.078
C 4.3089 -1.2526 -0.5370 0.010
C -4.6758 1.5059 -1.3266 0.000
C 3.8819 2.5540 1.0103 -0.003
C 2.4848 2.4586 1.1008 0.057
C -3.8969 0.1044 3.0943 0.005
H 3.8318 -2.4104 -4.1401 0.000
H -3.3051 -0.8291 -2.5743 -0.001
H -1.2525 -2.0124 4.9220 0.000
H -3.4307 -1.5769 6.0025 0.000
H 5.3418 -0.9419 -0.7123 0.000
H -3.9836 0.3118 -3.7950 0.000
H -5.1262 -0.1991 4.8211 0.000
H -2.2169 0.0579 -3.6717 0.001
H 3.1044 -3.0250 -0.7165 0.000
H 4.7104 -0.3699 -3.0388 0.001
H 4.8213 -3.3492 -0.3307 0.000
H -5.3507 1.6827 -2.1631 -0.001
H 4.0546 -1.0714 0.5063 -0.002
H -4.8986 0.5739 -0.8054 0.001
H -0.7725 -1.1242 2.6806 0.000
H 2.9850 -0.1122 -3.4213 -0.001
H 2.5333 -2.5006 -2.9160 0.001
H -4.6261 0.7119 2.5722 0.000
H -4.7110 2.3414 -0.6307 0.001
```

Computed properties:
- Molecular weight: 924.88 Da
- Frontier orbital gap (alpha / beta): 5.47 / 5.58 eV
- Highest occupied orbital energy (alpha / beta): -1.52 / -1.57 eV
- Spin multiplicity: 2
- Charge: -2


Record 2
ORCA calculation (the ωB97M-V functional and the def2-TZVPD basis) on C17H19ClN4O5S7SbW as an isolated structure.

XYZ file:
```
55
Properties=species:S:1:pos:R:3:mulliken_spin:R:1
W -1.0728 -0.5454 0.7398 0.963
Sb -0.1020 -1.1085 3.4181 -0.063
Cl -3.6693 -1.0392 -0.4483 -0.002
S 0.4489 -2.4289 0.6408 0.057
S -1.3271 3.0461 -1.4352 -0.008
S -0.3124 -0.3155 -1.5377 -0.012
S -0.1885 -3.6285 -0.9513 -0.005
S 0.7501 0.7627 4.4645 -0.019
S 2.7805 0.6041 0.6236 0.003
S -2.3628 -0.5519 2.7705 0.024
O -4.9355 -1.2065 0.1658 0.001
O -2.5889 5.2549 2.7406 0.000
O -3.0987 0.2913 -0.1271 0.003
O -3.7291 -1.2526 -1.8465 0.001
O -2.6716 -1.9764 0.1689 0.002
N -0.3743 3.6542 2.0841 0.006
N -3.0774 2.8024 -4.6265 -0.002
N -0.4233 1.2951 1.3937 -0.038
N -1.7674 -0.8447 -4.7918 0.001
C 0.5730 -2.9483 -3.4860 0.007
C -1.5978 -0.2038 -3.8475 0.000
C -2.4511 2.3812 -3.7574 0.001
C -2.2859 4.0948 3.5047 -0.002
C 3.2842 -3.3184 -3.0320 -0.001
C 1.4834 -2.7435 -4.5117 -0.002
C -0.7992 3.8049 3.4869 0.003
C -0.7333 4.8055 1.2455 0.005
C -2.2219 5.0741 1.3769 0.001
C 2.3757 -3.5356 -2.0096 0.010
C 2.4704 2.0287 -0.4312 0.000
C -1.6774 1.8842 -2.6329 0.003
C 1.0152 -3.3460 -2.2286 -0.004
C 3.3919 -0.5141 -0.6435 0.000
C -0.4124 2.4275 1.6177 0.057
C -1.3093 0.5786 -2.6830 0.009
C 2.8409 -2.9241 -4.2889 0.001
H 3.6390 -1.4538 -0.1531 -0.001
H 3.5530 -2.7445 -5.0855 0.000
H -0.4615 4.6092 0.2170 -0.001
H -2.7758 4.2366 0.9325 0.000
H -0.1584 5.6576 1.6172 0.000
H 1.1254 -2.4057 -5.4761 0.000
H -2.8271 3.2279 3.1030 0.002
H 3.4020 2.4534 -0.8080 0.000
H 4.2837 -0.1119 -1.1285 0.000
H -2.4922 5.9899 0.8531 0.000
H 1.9521 2.7778 0.1682 -0.001
H 1.8118 1.7514 -1.2556 0.001
H 4.3436 -3.4506 -2.8457 0.000
H -0.5391 2.8905 4.0292 -0.001
H -0.4780 -2.7475 -3.6432 -0.001
H 2.6155 -0.7057 -1.3853 0.000
H 2.7141 -3.8348 -1.0256 0.000
H -0.2396 4.6490 3.8981 0.001
H -2.6332 4.2837 4.5205 -0.001
```

Computed properties:
- Molecular weight: 924.88 Da
- Frontier orbital gap (alpha / beta): 5.90 / 6.07 eV
- Highest occupied orbital energy (alpha / beta): -2.11 / -1.95 eV
- Spin multiplicity: 2
- Charge: -2


Record 3
ORCA calculation (the ωB97M-V functional and the def2-TZVPD basis) on one molecule with the formula C17H19F2N5.

XYZ file:
```
43
Properties=species:S:1:pos:R:3:mulliken_charge:R:1
F 3.1664 0.9367 -3.4174 -0.339
F -0.6384 -1.7888 -3.6309 -0.359
N 1.6087 1.8123 1.4027 -0.578
N -1.5362 -2.9358 -1.3066 0.486
N 0.0420 -0.7453 2.1559 0.155
N -2.4764 -3.4042 -0.5004 -1.087
N -0.2141 2.7424 2.2269 0.262
C 0.5887 1.6392 2.2063 0.551
C -1.4799 -1.6231 0.4470 0.488
C 2.1971 0.2504 -2.7816 0.515
C 0.3566 3.6479 1.3724 -0.427
C -1.2054 -0.5358 1.4304 -0.299
C -2.6566 2.9779 2.0484 -0.955
C -2.4593 -2.6218 0.5612 -0.994
C 1.4753 3.0531 0.8729 -0.646
C 0.2744 -1.1278 -2.8770 0.505
C 2.1564 0.2396 -1.3995 -1.046
C -0.8893 -1.8594 -0.7938 -0.223
C 0.3791 0.3936 2.9992 -0.871
C 1.2654 -0.4350 -3.5416 -0.750
C -1.4296 2.9977 2.9579 -0.650
C 0.0221 -1.9705 2.9257 -1.164
C 0.1788 -1.1578 -1.4839 -0.186
C 1.1543 -0.4652 -0.7626 -0.487
H -0.3854 0.5570 3.7810 0.316
H -3.1424 -2.7896 1.3703 0.530
H 1.3042 -0.4277 -4.6186 0.491
H 1.1271 -0.4868 0.3158 1.053
H -0.1960 -2.8035 2.2606 0.342
H -2.0641 -0.4675 2.1252 0.579
H -1.3429 3.9799 3.4352 0.432
H -1.1085 0.4128 0.8924 0.295
H -2.7849 1.9980 1.5957 0.194
H -2.5528 3.7126 1.2536 0.326
H -3.5463 3.2140 2.6262 0.395
H -0.7328 -1.9544 3.7281 0.358
H -0.0690 4.6169 1.2108 0.416
H 2.8885 0.7784 -0.8217 0.580
H 2.1911 3.4377 0.1749 0.470
H -1.5370 2.2475 3.7441 0.257
H 1.3246 0.1526 3.4938 0.541
H -1.3775 -3.3762 -2.1993 0.201
H 1.0032 -2.1271 3.3710 0.325
```

Computed properties:
- SMILES string: CCn1ccnc1CN(C)Cc1cn[nH]c1-c1ccc(F)cc1F
- Molecular weight: 331.37 Da
- Frontier orbital gap: 9.02 eV
- Highest occupied orbital energy: -8.31 eV
- Charge: 0


Record 4
ORCA calculation (the ωB97M-V functional and the def2-TZVPD basis) on one molecule with the formula C17H19F4NO5.

XYZ file:
```
46
Properties=species:S:1:pos:R:3:mulliken_charge:R:1
F 2.6409 3.3565 -0.8449 -0.313
F -0.1240 1.7467 0.6278 -0.274
F -0.1118 2.9056 -1.2019 -0.340
F 1.3528 4.1505 0.6991 -0.339
O -5.2989 0.6499 -0.7756 -0.436
O -4.7368 1.4316 1.2283 -0.565
O 2.0588 -0.3710 1.4798 -0.566
O 1.6676 -0.4801 -1.6768 -0.690
O 3.4235 1.2358 0.6995 -0.409
N 0.4463 -1.9737 -0.4730 0.023
C -0.7542 -1.2623 -0.3163 0.605
C 2.6257 2.2575 1.2585 -0.797
C -2.8600 1.2533 -2.1797 -2.151
C -3.1610 0.0715 0.0364 0.910
C 2.6982 -2.5626 -1.0927 -1.071
C 0.6608 2.1537 -0.3938 0.479
C 1.8246 2.9916 0.1730 1.000
C 1.5597 -1.5573 -1.1198 0.329
C -1.2164 -0.3911 -1.2919 -0.630
C -2.7037 -0.8056 1.0278 0.809
C 3.5514 -2.4008 0.1707 -0.548
C -3.4978 -1.0443 2.2743 -1.914
C 4.0857 -0.9770 0.3104 -0.627
C -2.4142 0.2877 -1.1256 1.423
C -1.5075 -1.4730 0.8315 -1.032
C -4.4439 0.7926 0.2510 -0.340
C 3.0498 -0.0443 0.8870 0.686
H 3.3013 2.9813 1.7239 0.418
H 4.4149 -0.5750 -0.6479 0.315
H 2.9574 -2.6368 1.0563 0.353
H 1.0225 1.2762 -0.9560 0.061
H -2.0644 1.4225 -2.8999 0.395
H -6.1142 1.1442 -0.5948 0.343
H -2.9760 -1.7287 2.9377 0.389
H 4.3860 -3.1015 0.1209 0.380
H 4.9392 -0.9547 0.9925 0.435
H -4.4731 -1.4657 2.0326 0.369
H -3.1278 2.2086 -1.7329 0.405
H 2.3053 -3.5789 -1.1481 0.333
H -1.1435 -2.1511 1.5897 0.283
H 1.9301 1.8443 1.9984 0.365
H 0.5420 -2.7780 0.1311 0.308
H 3.3196 -2.3770 -1.9703 0.356
H -0.6369 -0.2346 -2.1873 0.508
H -3.6654 -0.1040 2.7943 0.361
H -3.7327 0.8677 -2.7037 0.401
```

Computed properties:
- SMILES string: Cc1cc(NC(=O)CCCC(=O)OCC(F)(F)C(F)F)cc(C)c1C(=O)O
- Molecular weight: 393.33 Da
- Frontier orbital gap: 9.27 eV
- Highest occupied orbital energy: -8.71 eV
- Charge: 0


Record 5
ORCA calculation (the ωB97M-V functional and the def2-TZVPD basis) on C17H19F6N5O3PtSb as an isolated structure.

XYZ file:
```
52
Properties=species:S:1:pos:R:3:mulliken_spin:R:1
Pt -0.5519 0.1015 -0.3509 0.071
Sb -4.2988 0.2046 -0.7727 -0.001
F -4.6836 0.0251 -2.5940 0.000
F -3.6443 0.2656 1.0115 0.000
F -3.8022 1.9923 -1.0120 0.001
F -4.6004 -1.6427 -0.5278 0.000
F -2.4220 -0.3008 -1.2286 -0.004
F -6.0437 0.6353 -0.2619 0.000
O -0.7240 2.0148 -0.7928 0.114
O -0.2225 -0.7727 2.3492 0.068
O 1.4625 -1.9848 -1.3156 0.001
N 0.5408 -3.9892 -0.8316 0.000
N -2.2922 -2.0484 1.3019 0.005
N -0.4854 -1.9763 -0.1160 0.017
N 1.1629 0.7689 0.3068 0.378
N 1.4120 2.0484 0.0192 0.164
C 0.3592 2.6472 -0.5274 0.060
C 0.5618 -2.5927 -0.7801 -0.011
C 0.9019 -2.7252 3.1075 0.003
C 2.0430 -0.9862 1.6827 0.261
C 1.5103 6.2173 -0.6843 -0.014
C 0.5016 6.7826 -1.4539 0.024
C -0.5909 4.6488 -1.6148 0.015
C 0.8071 -1.4212 2.3463 -0.010
C -0.5461 5.9990 -1.9184 -0.009
C -1.4049 -2.6786 0.5525 -0.003
C 1.6148 -4.6293 -1.5816 -0.001
C 3.5991 0.5716 0.5359 0.020
C -1.4216 -4.1073 0.4718 -0.001
C 2.2188 0.0809 0.8699 -0.175
C -0.4393 -4.7030 -0.2266 0.001
C 0.4253 4.0801 -0.8502 -0.009
C 1.4762 4.8668 -0.3823 0.033
H 1.5050 -2.5772 4.0063 0.001
H -1.3335 6.4420 -2.5134 0.000
H -2.3268 -1.0373 1.3549 0.001
H -0.0941 -3.0477 3.3999 0.001
H 3.8109 1.4895 1.0840 -0.006
H 2.2541 4.4114 0.2144 0.003
H -3.1101 -2.5398 1.6187 0.000
H 3.6820 0.8005 -0.5255 -0.002
H -0.3760 -5.7773 -0.3320 0.000
H 1.3938 -3.4955 2.5102 -0.006
H 2.3217 6.8316 -0.3171 0.000
H -1.4101 4.0290 -1.9538 0.002
H 1.6363 -4.2437 -2.5981 0.000
H 4.3331 -0.1820 0.8112 -0.002
H 0.5305 7.8388 -1.6889 0.001
H 1.4359 -5.7014 -1.5951 0.000
H 2.5760 -4.4195 -1.1166 0.000
H -2.1910 -4.6782 0.9657 0.000
H 2.9390 -1.5360 1.9437 0.009
```

Computed properties:
- Molecular weight: 772.20 Da
- Frontier orbital gap (alpha / beta): 7.98 / 7.32 eV
- Highest occupied orbital energy (alpha / beta): -8.09 / -9.21 eV
- Spin multiplicity: 2
- Charge: 0